#a
C23H32BF4I2N2OPtSi3 | the ωB97M-V functional and the def2-TZVPD basis

Structure (XYZ):
```
69
Properties=species:S:1:pos:R:3:nbo_charge:R:1
Pt 0.595 -0.129 -0.111 0.899
I 2.010 1.215 5.412 0.099
C 3.159 0.646 3.765 -0.277
C 4.527 0.486 3.904 -0.232
C 5.310 0.125 2.832 -0.218
I 7.376 -0.075 3.146 0.077
C 4.724 -0.096 1.567 -0.124
C 5.459 -0.471 0.421 -0.143
C 4.829 -0.667 -0.773 -0.244
C 3.447 -0.495 -0.838 0.057
N 2.726 -0.136 0.208 -0.481
C 3.315 0.066 1.417 0.161
C 2.449 0.464 2.546 0.366
O 1.219 0.633 2.437 -0.720
H 4.981 0.651 4.872 0.226
H 6.528 -0.608 0.506 0.223
H 5.370 -0.974 -1.657 0.218
H 2.904 -0.672 -1.758 0.211
C -0.531 -1.529 -3.183 -1.130
Si -1.621 -0.268 -2.308 1.761
C -3.390 -0.639 -2.902 -1.137
C -1.187 1.403 -3.106 -1.129
C -1.493 -0.266 -0.444 -1.814
Si -2.271 -1.773 0.383 1.756
C -1.525 -2.145 2.070 -1.132
C -4.121 -1.436 0.666 -1.133
C -2.226 -3.355 -0.640 -1.135
Si -2.086 1.298 0.345 1.760
C -3.700 2.045 -0.299 -1.147
C -2.146 1.351 2.223 -1.144
C -0.679 2.488 -0.089 -0.179
C -0.732 3.874 -0.145 -0.184
C 0.392 4.611 -0.465 -0.175
C 1.565 3.927 -0.741 -0.246
C 1.576 2.550 -0.663 0.053
N 0.482 1.842 -0.337 -0.401
H -0.646 -1.407 -4.265 0.220
H -0.796 -2.556 -2.929 0.248
H 0.521 -1.400 -2.929 0.241
H -3.427 -0.637 -3.995 0.225
H -4.104 0.108 -2.544 0.224
H -3.736 -1.616 -2.561 0.229
H -1.479 1.362 -4.160 0.228
H -0.112 1.592 -3.069 0.229
H -1.695 2.260 -2.659 0.222
H -1.778 -1.389 2.814 0.230
H -0.439 -2.218 2.025 0.267
H -1.909 -3.107 2.424 0.228
H -4.296 -0.584 1.328 0.220
H -4.588 -2.310 1.131 0.231
H -4.639 -1.242 -0.276 0.226
H -1.214 -3.663 -0.897 0.259
H -2.801 -3.278 -1.564 0.220
H -2.673 -4.155 -0.041 0.231
H -4.522 1.352 -0.102 0.244
H -3.677 2.232 -1.375 0.233
H -3.936 2.985 0.207 0.227
H -2.935 0.716 2.629 0.232
H -2.341 2.376 2.553 0.228
H -1.185 1.035 2.637 0.287
H -1.674 4.365 0.067 0.213
H 0.358 5.692 -0.503 0.214
H 2.476 4.446 -1.005 0.222
H 2.473 1.988 -0.864 0.223
F 2.862 -3.187 0.254 -0.554
B 1.547 -3.443 -0.081 1.369
F 0.960 -4.393 0.716 -0.546
F 1.393 -3.699 -1.428 -0.554
F 0.773 -2.163 0.203 -0.553
```

Output
- Charge: -1
- Kohn-Sham gap: 0.243 Eh

***

#b
C23H32BF4I2N2OPtSi3 | the ωB97M-V functional and the def2-TZVPD basis

Structure (XYZ):
```
69
Properties=species:S:1:pos:R:3:nbo_charge:R:1
Pt 0.349 0.245 -0.982 0.925
I -4.261 2.972 -1.118 0.122
C -3.965 0.967 -1.564 -0.268
C -5.082 0.169 -1.883 -0.221
C -4.950 -1.159 -2.168 -0.200
I -6.663 -2.265 -2.601 0.095
C -3.662 -1.761 -2.158 -0.127
C -3.383 -3.117 -2.443 -0.143
C -2.096 -3.569 -2.419 -0.253
C -1.067 -2.669 -2.090 0.077
N -1.299 -1.418 -1.802 -0.470
C -2.557 -0.948 -1.842 0.163
C -2.671 0.463 -1.520 0.333
O -1.632 1.158 -1.213 -0.745
H -6.062 0.628 -1.893 0.226
H -4.199 -3.785 -2.687 0.219
H -1.858 -4.598 -2.656 0.214
H -0.029 -2.987 -2.083 0.199
C 0.726 2.655 3.211 -1.145
Si 0.682 2.243 1.362 1.768
C -0.663 3.332 0.688 -1.145
C 2.287 2.926 0.670 -1.139
C 0.486 0.387 1.091 -1.714
Si -0.989 -0.368 1.981 1.760
C -1.396 -2.122 1.454 -1.145
C -2.551 0.645 1.856 -1.150
C -0.598 -0.543 3.816 -1.133
Si 2.040 -0.538 1.430 1.762
C 1.933 -2.402 1.394 -1.137
C 3.004 -0.105 2.977 -1.154
C 3.089 -0.065 -0.038 -0.205
C 4.469 0.000 -0.120 -0.240
C 5.074 0.399 -1.302 -0.171
C 4.269 0.725 -2.376 -0.236
C 2.893 0.643 -2.254 0.052
N 2.311 0.251 -1.109 -0.419
H 1.199 3.634 3.351 0.227
H 1.267 1.932 3.823 0.224
H -0.294 2.729 3.604 0.228
H -0.546 4.315 1.160 0.220
H -1.665 2.965 0.907 0.251
H -0.602 3.441 -0.395 0.257
H 2.349 3.986 0.940 0.230
H 2.303 2.853 -0.420 0.238
H 3.183 2.434 1.056 0.223
H -1.242 -2.294 0.391 0.253
H -2.451 -2.318 1.672 0.234
H -0.798 -2.851 2.004 0.225
H -2.669 1.104 0.876 0.260
H -2.566 1.451 2.597 0.230
H -3.417 0.002 2.039 0.234
H 0.250 -1.220 3.967 0.218
H -1.459 -0.981 4.333 0.232
H -0.360 0.406 4.297 0.233
H 1.553 -2.808 2.335 0.233
H 2.937 -2.806 1.230 0.233
H 1.286 -2.751 0.587 0.250
H 2.394 -0.236 3.873 0.243
H 3.354 0.931 2.961 0.238
H 3.876 -0.762 3.072 0.229
H 5.063 -0.250 0.751 0.217
H 6.153 0.461 -1.381 0.212
H 4.683 1.038 -3.324 0.226
H 2.240 0.876 -3.075 0.262
F -0.008 0.583 -5.552 -0.556
B 0.392 -0.352 -4.613 1.363
F 1.759 -0.661 -4.756 -0.576
F -0.385 -1.506 -4.639 -0.563
F 0.242 0.267 -3.284 -0.581
```

Output
- Charge: -1
- Kohn-Sham gap: 0.259 Eh

***

Verdict on stability: #b comes out at the bottom.

***

#a
CH5NO2S | the ωB97M-V functional and the def2-TZVPD basis

Structure (XYZ):
```
10
Properties=species:S:1:pos:R:3:nbo_charge:R:1
C 0.549 -0.470 -0.220 0.162
N 0.952 0.839 -0.291 -0.822
O 0.920 -1.086 0.938 -0.682
O -1.644 -0.112 1.236 -0.999
S -1.456 -0.586 -0.186 0.913
H 0.975 -1.071 -1.088 0.178
H -1.703 0.728 -0.914 0.025
H 0.947 1.164 -1.269 0.372
H 0.266 -0.740 1.530 0.484
H 0.195 1.333 0.265 0.369
```

Output
- Kohn-Sham gap: 0.350 Eh

***

#b
CH5NO2S | the ωB97M-V functional and the def2-TZVPD basis

Structure (XYZ):
```
10
Properties=species:S:1:pos:R:3:nbo_charge:R:1
C 2.421 0.165 -0.112 -0.023
N 1.414 0.578 0.498 -0.641
O -3.359 0.715 -0.426 -0.922
O -1.170 -0.806 -0.142 -0.950
S -2.744 -0.375 0.350 1.304
H -0.387 -0.211 0.095 0.529
H 3.258 0.809 -0.125 0.163
H 2.275 -0.811 -0.770 0.186
H 1.546 1.533 0.827 0.348
H -3.255 -1.596 -0.195 0.005
```

Output
- Kohn-Sham gap: 0.371 Eh

***

Verdict on stability: #b comes out at the bottom.

***

#a
C3H4I2 | the ωB97M-V functional and the def2-TZVPD basis

Structure (XYZ):
```
9
Properties=species:S:1:pos:R:3:nbo_charge:R:1
C -0.611 -0.177 0.707 -0.472
C -0.587 0.133 -0.719 -0.480
C 0.689 -0.014 -0.009 -0.295
I 1.890 1.765 -0.014 0.158
I 1.892 -1.817 0.009 0.142
H -0.841 0.688 1.366 0.230
H -0.663 -1.213 1.052 0.244
H -1.083 -0.552 -1.469 0.241
H -0.686 1.187 -0.923 0.233
```

Output
- Kohn-Sham gap: 0.338 Eh

***

#b
C3H4I2 | the ωB97M-V functional and the def2-TZVPD basis

Structure (XYZ):
```
9
Properties=species:S:1:pos:R:3:nbo_charge:R:1
C -0.197 0.503 -0.899 -0.338
C -0.553 -0.214 0.202 -0.381
C -1.272 0.287 1.331 -0.490
I -2.893 -0.857 1.906 0.239
I -1.450 2.349 1.477 0.231
H 0.324 0.100 -1.774 0.221
H -0.745 1.487 -0.976 0.199
H 0.039 -1.163 0.438 0.239
H -0.294 -0.224 3.147 0.079
```

Output
- Kohn-Sham gap (spin up / spin down): 0.301 / 0.277 Eh

***

Verdict on stability: #b comes out at the bottom.

***

#a
C2H2FNO2 | the ωB97M-V functional and the def2-TZVPD basis

Structure (XYZ):
```
8
Properties=species:S:1:pos:R:3:nbo_charge:R:1
C 1.816 0.066 -0.955 -0.358
C 0.777 0.227 -1.489 0.386
N -1.968 -0.251 1.630 0.389
O -0.629 -0.010 1.798 -0.567
O -2.336 -0.704 0.666 -0.276
F -0.423 0.804 -1.850 -0.275
H -0.005 0.141 0.752 0.439
H 2.768 -0.273 -0.551 0.263
```

Output
- Kohn-Sham gap: 0.380 Eh

***

#b
C2H2FNO2 | the ωB97M-V functional and the def2-TZVPD basis

Structure (XYZ):
```
8
Properties=species:S:1:pos:R:3:nbo_charge:R:1
C 0.505 -0.896 0.894 -0.419
C 0.039 -0.054 0.005 0.544
N -0.826 0.896 -0.491 0.409
O -1.949 0.555 -0.754 -0.274
O -0.383 2.040 -0.499 -0.288
F 1.111 -0.523 -1.680 -0.518
H 1.265 -1.479 0.617 0.280
H 0.239 -0.540 1.909 0.266
```

Output
- Kohn-Sham gap: 0.334 Eh

***

Verdict on stability: #b comes out at the bottom.

***

#a
C5H14S | the ωB97M-V functional and the def2-TZVPD basis

Structure (XYZ):
```
20
Properties=species:S:1:pos:R:3:nbo_charge:R:1
C 0.077 1.546 -2.558 -0.723
C 1.445 1.083 -2.947 -0.677
C 0.131 1.783 0.311 -1.074
S -0.619 0.794 -1.011 -0.016
H -0.028 2.629 -2.301 0.216
H -0.739 1.222 -3.345 0.203
H 1.758 0.072 -2.528 0.207
H 2.086 1.768 -2.494 0.202
H -0.073 1.557 1.367 0.217
H 1.255 1.640 0.307 0.189
H -0.084 2.833 0.189 0.192
H 1.744 0.994 -3.915 0.200
C -0.325 -1.879 2.715 -0.671
C -1.463 -2.678 2.062 -0.664
H -0.526 -1.323 3.751 0.194
H 0.621 -2.467 2.932 0.192
H -0.104 -0.971 1.971 0.215
H -2.378 -2.283 2.317 0.206
H -1.502 -2.689 0.919 0.205
H -1.277 -3.632 2.257 0.189
```

Output
- Expectation value of S²: 0.751
- Charge: -1
- Kohn-Sham gap (spin up / spin down): 0.084 / 0.320 Eh
- Spin multiplicity: 2

***

#b
C5H14S | the ωB97M-V functional and the def2-TZVPD basis

Structure (XYZ):
```
20
Properties=species:S:1:pos:R:3:nbo_charge:R:1
C -0.272 1.239 -1.717 -0.556
C 0.643 1.478 -0.512 -0.667
C -0.147 -1.649 -0.994 -1.225
S -0.974 -0.418 -2.010 0.047
H -1.122 1.921 -1.760 0.198
H 0.312 1.366 -2.633 0.192
H 1.128 2.453 -0.550 0.194
H 1.376 0.678 -0.631 0.209
H -0.672 -1.908 -0.074 0.195
H -0.077 -2.519 -1.652 0.202
H 0.864 -1.417 -0.663 0.200
H 0.086 1.390 0.417 0.202
C 0.209 -0.711 3.130 -0.726
C 1.115 0.494 3.416 -0.639
H 0.214 -0.957 2.070 0.210
H 0.476 -1.505 3.824 0.190
H -0.837 -0.509 3.350 0.192
H 0.866 1.314 2.741 0.200
H 2.159 0.201 3.463 0.199
H 0.840 0.922 4.389 0.184
```

Output
- Expectation value of S²: 0.750
- Charge: -1
- Kohn-Sham gap (spin up / spin down): 0.082 / 0.306 Eh
- Spin multiplicity: 2

***

Verdict on stability: #a comes out at the bottom.